# 1
The following is a quantum chemistry calculation of a structure of composition C11H5LuN2O5, from OMol25.

Geometry as ORCA input:
```
! wB97M-V def2-TZVPD RIJCOSX def2/J DEFGRID3
* xyz 2 1
C -2.504 -0.307 1.796
C 0.102 -2.733 2.801
O 1.045 -1.070 -1.644
C 2.659 0.753 -1.562
C 1.616 1.857 0.758
H 1.393 0.157 -3.274
C -1.774 0.455 0.884
C -0.559 -1.643 2.116
N 0.661 -3.625 3.314
C -1.140 0.730 -2.320
H -2.216 1.231 0.250
C 0.112 -0.825 1.186
Lu 0.477 1.949 -1.093
O 1.081 2.552 -4.493
O 3.823 0.545 -1.444
O 1.919 1.659 1.860
H -3.526 -0.002 2.011
C 0.997 2.542 -3.352
O -1.997 0.037 -2.678
H -2.428 -1.950 3.167
C -1.875 -1.337 2.466
H 1.114 -1.110 0.875
C 1.525 -0.056 -2.187
N -0.504 0.192 0.563
*
```

Results
- F_max: 7.0 eV/Å
- HOMO (alpha / beta): -16.621 / -15.630 eV

Atom charges from the Löwdin analysis, given in e for atoms 1 to 5:
1. C 0.012
2. C -0.131
3. O 0.101
4. C -0.247
5. C -0.102

=====

# 2
The following is a quantum chemistry calculation of a structure of composition C42H41CaNO2P2S2, from OMol25.

Geometry as ORCA input:
```
! wB97M-V def2-TZVPD RIJCOSX def2/J DEFGRID3
* xyz 0 1
C 1.168 1.277 -6.225
H 2.542 0.267 0.653
H 2.144 1.318 -4.231
H -2.160 1.790 -5.122
H -0.590 -1.423 -4.065
C -1.185 -1.246 -6.579
C 2.338 1.683 -2.117
C -1.476 0.586 2.436
O 1.700 1.452 3.677
C -4.169 0.390 -2.361
C 2.548 2.681 -1.153
O -0.066 3.105 4.302
C -1.534 -0.019 3.765
H -3.849 -4.360 0.583
C -2.210 1.825 -2.582
H -2.606 -0.699 -4.976
P 1.889 0.026 -1.526
C 3.165 -2.367 -1.142
C -2.332 -1.072 4.222
H -1.831 2.545 -7.364
H -1.758 -1.341 -7.515
C 2.366 2.061 -3.466
C 0.293 -0.946 -6.971
H 2.694 3.679 -4.913
C -4.443 2.755 -2.762
H 0.658 1.984 -8.123
P -1.641 -0.854 -1.945
H 6.768 -1.089 -1.821
H -5.092 3.615 -2.935
H 3.223 5.361 -3.138
H -4.710 -5.644 -1.380
H -6.082 1.358 -2.598
C -2.234 -1.483 5.549
C -3.065 2.932 -2.685
C -0.647 0.598 4.640
N -0.487 1.480 2.266
H 0.235 0.651 6.586
C 4.662 -0.605 -1.866
C -4.091 -4.749 -1.532
H 4.809 0.381 -2.299
H 0.823 -1.920 -7.042
S 0.305 1.823 3.761
H -1.275 -1.194 7.460
C -0.505 0.176 5.956
C -0.330 -0.971 -3.094
H 2.147 -2.755 -1.035
C -3.629 -4.025 -0.429
H -1.353 0.900 -7.890
C 2.845 3.986 -1.525
H 3.016 4.710 -0.728
C 4.261 -3.197 -0.865
C -2.938 -3.181 -3.004
C -1.232 1.652 -7.102
H 1.870 -0.630 -5.514
H 0.985 1.064 0.591
H 1.041 -0.731 0.634
C 0.258 2.058 -7.096
H 2.505 2.417 -0.099
C -1.884 -0.269 -5.681
H -2.533 -2.282 0.256
C 3.371 -1.033 -1.529
H -4.588 -0.600 -2.209
H 6.406 -3.392 -0.940
H -4.087 -4.885 -3.679
C 1.132 -0.068 -6.102
C -2.769 0.520 -2.424
C 2.665 3.374 -3.858
C 0.979 -0.704 -2.834
H 0.279 -0.499 -7.977
Ca -0.880 1.488 -0.515
C 5.555 -2.735 -1.123
C 2.940 4.339 -2.874
C -4.999 1.491 -2.571
H 1.660 -1.010 -3.633
C 1.520 0.166 0.220
H -2.641 3.934 -2.753
H 2.048 1.862 -5.933
H 4.105 -4.194 -0.452
H -1.221 -2.246 -6.135
H -3.023 -1.552 3.523
H 0.345 3.114 -6.819
C -3.739 -4.312 -2.818
C -1.331 -0.858 6.426
H -2.829 -2.326 5.905
C -2.883 -2.859 -0.606
C 5.755 -1.446 -1.626
S -2.596 0.216 1.207
C -2.583 -2.384 -1.898
H -2.588 -2.939 -4.006
H -1.120 1.946 -2.795
C -1.786 1.056 -5.842
*
```

Results
- F_max: 5.3 eV/Å
- Relative energy (zero: lowest compared OMol25 entry of this formula, charge and spin): 0.00 kcal per mole
- HOMO (alpha / beta): -3.436 / -3.636 eV

Atom charges from the Löwdin analysis, given in e for atoms 1 to 5:
1. C -0.131
2. H 0.095
3. H 0.055
4. H 0.089
5. H 0.028

=====

# 3
The following is a quantum chemistry calculation of an isolated molecule of C6H7NO2, from OMol25.

Geometry as ORCA input:
```
! wB97M-V def2-TZVPD RIJCOSX def2/J DEFGRID3
* xyz 0 1
H 2.851 1.097 -0.066
H 2.802 -0.312 1.130
O 0.635 -1.308 0.036
H -3.268 -1.836 0.148
H -2.685 2.323 -0.014
H 3.073 -0.852 -0.596
C -0.703 -1.583 0.156
O -2.985 -0.842 -0.062
C -0.938 1.368 -0.215
C 2.662 -0.037 0.035
H 1.044 2.014 -0.265
C 1.135 -0.040 -0.029
C 0.499 1.165 -0.219
N -1.636 2.340 -0.151
H -0.809 -2.737 0.211
C -1.676 -0.759 -0.097
*
```

Results
- F_max: 5.4 eV/Å
- Relative energy (zero: lowest compared OMol25 entry of this formula, charge and spin): 113.81 kcal per mole
- HOMO: -8.206 eV

Atom charges from the Löwdin analysis, given in e for atoms 1 to 5:
1. H 0.106
2. H 0.105
3. O -0.025
4. H 0.176
5. H 0.111

=====

# 4
The following is a quantum chemistry calculation of a structure of composition C18H18FeNO9P3, from OMol25.

Geometry as ORCA input:
```
! wB97M-V def2-TZVPD RIJCOSX def2/J DEFGRID3
* xyz 0 5
H -3.328 1.283 0.303
H 3.459 4.254 -1.705
C 1.406 3.179 1.378
H -2.771 5.898 1.965
C 2.598 3.862 1.546
H -0.737 0.255 -4.795
P -2.632 -1.976 0.960
C -1.425 3.146 -2.373
C -1.337 2.295 -4.597
H -1.624 3.963 -1.689
C 3.336 4.252 0.436
C -0.741 0.850 -2.737
H 4.273 4.777 0.569
C -1.797 4.199 1.103
C 2.880 3.960 -0.840
O -3.122 -0.875 2.043
H -0.826 4.675 1.085
O -2.487 -1.181 4.546
P -0.586 1.932 -0.076
H -1.466 2.426 -5.664
O 1.472 -0.445 0.181
O -2.943 1.103 3.503
C -1.608 3.345 -3.723
N -0.303 -0.387 -2.320
H -5.275 2.522 1.148
Fe -0.117 -0.201 1.156
C -0.971 1.925 -1.855
C -0.922 1.075 -4.112
C 0.933 2.902 0.094
C 1.680 3.285 -1.015
C -4.303 2.996 1.130
C -2.896 4.889 1.594
H -3.843 -1.038 -0.582
C -1.950 2.901 0.625
H 0.846 2.853 2.248
H -3.424 1.165 4.334
O -1.390 -1.287 0.295
C -4.148 4.292 1.604
C -3.208 2.304 0.648
H -0.260 -1.086 -3.044
H 1.327 3.057 -2.012
H 2.958 4.077 2.544
O -0.880 -0.110 2.829
H -1.951 4.301 -4.093
P -2.321 -0.361 3.355
O 1.728 -0.014 1.428
H -0.681 -0.756 -1.458
O -3.789 -1.883 -0.126
O -2.446 -3.317 1.484
H -5.004 4.835 1.984
*
```

Results
- F_max: 0.3 eV/Å
- Relative energy (zero: lowest compared OMol25 entry of this formula, charge and spin): 0.00 kcal per mole
- <S²>: 6.486
- HOMO (alpha / beta): -8.826 / -8.857 eV

Atom charges from the Löwdin analysis, given in e for atoms 1 to 5:
1. H 0.096
2. H 0.108
3. C -0.109
4. H 0.107
5. C -0.066

=====

# 5
The following is a quantum chemistry calculation of a structure of composition C8H20O22S2V5, from OMol25.

Geometry as ORCA input:
```
! wB97M-V def2-TZVPD RIJCOSX def2/J DEFGRID3
* xyz 1 1
O 1.002 0.137 -3.474
V -2.886 3.282 0.784
O -0.182 -5.067 -0.096
O -2.107 -2.739 2.017
V -4.024 -0.132 -0.122
H -0.035 -2.041 -1.549
H 4.281 1.301 -0.260
O 1.481 2.880 -0.938
C 4.074 0.489 -2.607
S -3.238 1.192 2.856
O 0.629 3.074 2.497
C -0.431 -2.736 -0.802
H -1.516 -2.637 -0.778
H 1.744 -1.764 1.437
V -0.197 1.898 3.140
O -4.101 1.373 3.934
O -2.460 -0.059 2.972
H 4.788 1.318 -2.633
O -3.720 3.625 -0.515
H -1.522 -5.923 1.165
C 1.458 -2.429 0.625
O -3.913 0.743 -1.441
V -1.250 -1.465 2.121
H 1.912 -2.116 -0.315
C 2.822 2.839 -0.489
O -2.222 2.335 2.711
H 2.886 3.163 0.558
H -2.198 -4.610 0.209
C -0.057 -4.175 -1.164
O -0.230 0.613 1.536
O -4.233 -1.619 -0.553
H 0.763 4.414 0.253
H 4.583 -0.349 -2.133
H 0.996 -4.218 -1.455
O 0.027 -2.384 0.500
H -1.858 -6.200 -0.545
O -1.929 -0.458 0.291
H 1.487 4.934 -1.320
O -3.902 1.268 1.481
O -0.330 2.202 -3.150
H 3.717 0.271 -3.604
O 0.061 0.408 -0.851
S -0.898 0.637 0.193
O -0.034 -1.781 3.076
C 0.888 4.183 -0.804
O 0.728 1.212 4.262
H 1.757 -3.438 0.906
H 3.452 3.500 -1.092
C 3.226 1.399 -0.519
V 0.820 1.376 -2.547
O -1.588 1.915 0.040
H -0.653 -4.474 -2.037
H -0.097 4.147 -1.262
O 2.935 0.858 -1.808
H 2.614 0.851 0.201
O -1.813 4.433 0.919
C -1.509 -5.456 0.182
*
```

Results
- F_max: 2.8 eV/Å
- Relative energy (zero: lowest compared OMol25 entry of this formula, charge and spin): 0.00 kcal per mole
- HOMO: -12.209 eV

Atom charges from the Löwdin analysis, given in e for atoms 1 to 5:
1. O -0.252
2. V 0.965
3. O -0.163
4. O -0.220
5. V 1.027

=====

# 6
The following is a quantum chemistry calculation of a structure of composition C6H12N2, from OMol25.

Geometry as ORCA input:
```
! wB97M-V def2-TZVPD RIJCOSX def2/J DEFGRID3
* xyz 0 1
H 2.016 -0.927 0.977
C -1.975 -0.154 -0.544
H -0.715 -2.197 -0.558
H -2.496 -0.357 -1.646
H -1.307 1.887 -0.844
C -1.462 1.126 -0.066
H 2.401 1.366 -0.978
N 2.602 0.558 -0.129
C 1.781 -0.629 -0.147
H -1.211 -0.288 2.071
C 0.317 -0.233 -0.613
H 0.454 -0.872 1.674
H -2.034 1.594 0.723
C -0.470 -0.463 1.217
H 2.273 -1.401 -0.783
N -0.140 0.771 0.483
H 0.299 0.159 -1.729
C -0.883 -1.105 -0.191
H -2.823 -0.551 0.034
H 2.061 1.029 0.650
*
```

Results
- F_max: 7.1 eV/Å
- Relative energy (zero: lowest compared OMol25 entry of this formula, charge and spin): 95.64 kcal per mole
- HOMO: -9.153 eV

Atom charges from the Löwdin analysis, given in e for atoms 1 to 5:
1. H 0.137
2. C -0.229
3. H 0.169
4. H 0.171
5. H 0.122

=====

# 7
The following is a quantum chemistry calculation of a cluster of 7 separate species, C7H28O7 in total, from OMol25.

Geometry as ORCA input:
```
! wB97M-V def2-TZVPD RIJCOSX def2/J DEFGRID3
* xyz 0 1
C 5.359 2.024 -0.874
C 3.836 -2.909 4.914
H -2.002 5.853 -4.477
H -2.854 3.785 -4.417
H 4.200 -3.912 -3.633
C -4.568 -1.477 -1.999
O 2.259 -3.181 -3.216
H -4.829 -0.471 4.438
H 1.991 -2.276 -3.039
H -7.257 -0.866 4.894
H 4.417 -4.307 6.008
H -6.042 -2.159 -3.107
C 0.092 1.116 -0.003
C 3.656 -3.306 -2.908
H -7.072 0.532 5.939
C -6.537 -0.302 5.486
H 2.903 -2.543 4.487
H 4.327 -3.408 4.079
O -5.902 -1.461 -2.462
H 3.792 -3.766 -1.930
H -0.849 5.229 -3.259
O -5.453 0.208 4.706
H -0.656 4.872 -4.977
H -0.578 1.221 -1.811
H 4.397 -2.057 5.299
H -3.967 -0.940 -2.733
H 0.179 2.201 0.048
H 6.488 3.473 -0.194
O -2.129 3.848 -3.791
H -0.778 0.812 0.579
H -6.231 -0.839 6.385
H 0.944 0.704 0.538
O -0.058 0.591 -1.305
H 5.267 1.487 0.070
O 5.606 3.408 -0.568
O 3.584 -3.837 5.925
H -4.141 -2.474 -2.109
H 5.998 1.465 -1.558
H 4.081 -2.303 -2.864
H -4.494 -1.117 -0.973
C -1.387 5.003 -4.180
H 4.410 2.077 -1.407
*
```

Results
- F_max: 1.6 eV/Å
- Relative energy (zero: lowest compared OMol25 entry of this formula, charge and spin): 107.68 kcal per mole
- HOMO: -10.161 eV

Atom charges from the Löwdin analysis, given in e for atoms 1 to 5:
1. C -0.158
2. C -0.191
3. H 0.075
4. H 0.068
5. H 0.074

=====

# 8
The following is a quantum chemistry calculation of a cluster of 6 separate species, C24H41Br2N5O7 in total, from OMol25.

Geometry as ORCA input:
```
! wB97M-V def2-TZVPD RIJCOSX def2/J DEFGRID3
* xyz 0 1
H -4.160 -2.929 4.087
H -6.213 1.309 3.397
O -7.391 -0.725 1.961
O 2.805 0.128 -0.815
H -6.690 1.934 1.812
H 4.830 -0.849 -3.930
H -1.643 -2.762 3.704
H 4.389 -0.673 0.178
C -1.940 1.564 -1.659
H 4.643 -3.788 2.180
C -2.764 -1.735 6.650
C -5.856 1.532 2.390
C -1.503 -2.542 4.760
C -3.992 0.248 1.322
H -1.771 6.171 -4.802
H 6.689 -0.806 -2.161
C -1.615 2.838 -1.557
H -3.139 6.294 -3.618
H -3.332 0.402 2.179
N 0.270 -0.372 -5.408
H 5.890 -2.398 -2.179
C -1.731 4.661 -3.238
H -5.058 2.270 2.440
H -0.418 -0.376 -7.389
C 5.919 -1.422 -1.692
C 4.011 -2.122 4.020
H -3.817 1.033 0.583
H 3.166 -1.007 -3.321
H 1.573 2.419 -0.128
H 1.004 0.104 -0.367
C 4.121 -0.503 -3.182
N -5.372 0.315 1.764
H -0.913 0.516 -3.929
O 6.576 -3.302 1.802
H -2.731 1.272 -2.352
H -3.705 -1.256 3.677
H 1.486 -1.259 -6.796
C 0.543 2.151 -0.365
H -3.775 -0.718 0.874
O -0.553 4.225 0.043
H 0.037 -0.894 -3.397
N 5.295 -2.240 3.355
N 4.630 -0.774 -1.840
O -1.812 -1.811 7.401
C -2.317 3.813 -2.432
C -1.215 0.551 -0.814
O -1.709 -0.465 -0.432
H -1.677 -0.509 -6.145
H -0.864 1.049 -6.430
H 6.162 -1.557 -0.639
H 6.692 -0.767 2.864
H 3.605 -1.122 3.855
H -3.752 -1.381 6.993
H -4.769 -1.574 5.062
Br 0.195 4.716 -3.291
H 7.222 -1.924 4.093
O 2.273 -1.327 -4.924
H -3.069 5.000 -4.831
Br -4.254 3.784 -2.385
C -3.917 -1.946 4.496
C -0.728 -0.034 -6.404
C -6.227 -0.722 1.612
N -2.744 -2.061 5.340
H 0.845 0.656 -3.680
C -0.525 3.201 -0.560
C 6.372 -1.342 3.735
H 3.309 -2.858 3.631
H 6.037 -0.665 4.517
C 0.040 0.002 -4.022
H -5.764 -1.599 1.126
H -1.182 -3.445 5.283
C -2.461 5.622 -4.154
C 3.902 -0.421 -0.779
H -0.727 -1.783 4.876
H 4.139 -2.286 5.092
H 3.965 0.572 -3.291
C 1.404 -1.021 -5.723
C 0.233 0.877 -0.488
C 5.523 -3.158 2.393
*
```

Results
- F_max: 1.8 eV/Å
- HOMO: -9.273 eV

Atom charges from the Löwdin analysis, given in e for atoms 1 to 5:
1. H 0.094
2. H 0.091
3. O 0.010
4. O -0.032
5. H 0.093

=====

> What is the F_max in the sixth record?

7.1 eV/Å

=====

Please write out number 1 again, unchanged.
The following is a quantum chemistry calculation of a structure of composition C11H5LuN2O5, from OMol25.

Geometry as ORCA input:
```
! wB97M-V def2-TZVPD RIJCOSX def2/J DEFGRID3
* xyz 2 1
C -2.504 -0.307 1.796
C 0.102 -2.733 2.801
O 1.045 -1.070 -1.644
C 2.659 0.753 -1.562
C 1.616 1.857 0.758
H 1.393 0.157 -3.274
C -1.774 0.455 0.884
C -0.559 -1.643 2.116
N 0.661 -3.625 3.314
C -1.140 0.730 -2.320
H -2.216 1.231 0.250
C 0.112 -0.825 1.186
Lu 0.477 1.949 -1.093
O 1.081 2.552 -4.493
O 3.823 0.545 -1.444
O 1.919 1.659 1.860
H -3.526 -0.002 2.011
C 0.997 2.542 -3.352
O -1.997 0.037 -2.678
H -2.428 -1.950 3.167
C -1.875 -1.337 2.466
H 1.114 -1.110 0.875
C 1.525 -0.056 -2.187
N -0.504 0.192 0.563
*
```

Results
- F_max: 7.0 eV/Å
- HOMO (alpha / beta): -16.621 / -15.630 eV

Atom charges from the Löwdin analysis, given in e for atoms 1 to 5:
1. C 0.012
2. C -0.131
3. O 0.101
4. C -0.247
5. C -0.102

=====

Please write out number 6 again, unchanged.
The following is a quantum chemistry calculation of a structure of composition C6H12N2, from OMol25.

Geometry as ORCA input:
```
! wB97M-V def2-TZVPD RIJCOSX def2/J DEFGRID3
* xyz 0 1
H 2.016 -0.927 0.977
C -1.975 -0.154 -0.544
H -0.715 -2.197 -0.558
H -2.496 -0.357 -1.646
H -1.307 1.887 -0.844
C -1.462 1.126 -0.066
H 2.401 1.366 -0.978
N 2.602 0.558 -0.129
C 1.781 -0.629 -0.147
H -1.211 -0.288 2.071
C 0.317 -0.233 -0.613
H 0.454 -0.872 1.674
H -2.034 1.594 0.723
C -0.470 -0.463 1.217
H 2.273 -1.401 -0.783
N -0.140 0.771 0.483
H 0.299 0.159 -1.729
C -0.883 -1.105 -0.191
H -2.823 -0.551 0.034
H 2.061 1.029 0.650
*
```

Results
- F_max: 7.1 eV/Å
- Relative energy (zero: lowest compared OMol25 entry of this formula, charge and spin): 95.64 kcal per mole
- HOMO: -9.153 eV

Atom charges from the Löwdin analysis, given in e for atoms 1 to 5:
1. H 0.137
2. C -0.229
3. H 0.169
4. H 0.171
5. H 0.122

=====

> Which value of F_max does entry 1 give?

7.0 eV/Å